1) Here is a 2-piece molecular cluster, C4H10NO2 overall from the Open Molecules 2025 dataset. Energies are from wB97M-V/def2-TZVPD.

Structure (XYZ):
```
17
Properties=species:S:1:pos:R:3:mulliken_charge:R:1
O 1.512 -0.835 -0.252 -0.439
O 1.971 0.384 1.534 -0.430
N -1.227 -1.058 0.360 -0.289
C -1.453 0.126 -0.500 0.627
C -1.323 -0.091 -1.865 -1.439
C 2.041 0.243 0.359 -0.002
C -1.486 1.415 0.242 -1.204
H -1.426 2.232 -0.476 0.336
H -1.257 0.752 -2.535 0.305
H -2.398 1.558 0.816 0.307
H -0.638 1.527 0.938 0.269
H -0.190 -1.202 0.382 0.274
H -1.646 -1.894 -0.039 0.388
H 2.522 0.948 -0.332 0.350
H -1.597 -0.914 1.303 0.375
H -1.326 -1.083 -2.291 0.258
H 1.402 -0.663 -1.212 0.314
```

The spin multiplicity is 2. As for the expectation value of S²: 0.75. As for the total charge: 0. The HOMO-LUMO gap (spin up / spin down) is 4.4 / 8.7 eV.

***

2) Here is one molecule with the formula C4H10NO2 from the Open Molecules 2025 dataset. Energies are from wB97M-V/def2-TZVPD.

Structure (XYZ):
```
17
Properties=species:S:1:pos:R:3:mulliken_charge:R:1
O -2.271 1.479 -0.906 -0.545
O 0.139 -2.005 -0.170 -0.346
N 1.760 -0.432 0.671 -0.302
C 0.871 -1.550 0.867 -0.357
C 1.102 0.840 0.520 -0.881
C -1.357 0.540 -0.309 -0.371
C 0.066 0.979 -0.632 -0.412
H -1.614 -0.426 -0.723 0.346
H 0.044 2.009 -0.962 0.454
H -1.508 0.592 0.783 0.150
H 0.568 1.106 1.431 0.400
H 1.823 1.585 0.244 0.337
H -2.921 1.042 -1.459 0.317
H 0.416 0.398 -1.503 0.213
H 2.382 -0.551 -0.128 0.291
H 0.295 -1.306 1.773 0.352
H 1.506 -2.413 1.125 0.354
```

The spin multiplicity is 2. As for the expectation value of S²: 0.75. As for the total charge: 0. The HOMO-LUMO gap (spin up / spin down) is 10.3 / 7.6 eV.

***

3) Here is C4H10NO2 as an isolated structure from the Open Molecules 2025 dataset. Energies are from wB97M-V/def2-TZVPD.

Structure (XYZ):
```
17
Properties=species:S:1:pos:R:3:mulliken_charge:R:1
O 3.530 -0.727 0.660 -0.980
O 1.743 1.059 0.740 -0.589
N -2.870 0.637 0.172 -0.586
C -0.481 0.444 0.387 -0.515
C 0.886 0.583 -0.283 -0.640
C -1.767 0.010 -0.421 0.668
C -1.231 -1.274 -0.213 -0.603
H -1.643 0.339 -1.482 0.339
H 0.990 1.295 -1.126 0.268
H -0.285 0.118 1.434 0.324
H 1.238 -0.339 -0.721 0.441
H -0.585 -1.502 -1.047 0.304
H 2.579 0.376 0.581 0.390
H -0.834 1.475 0.632 0.368
H 4.160 -0.622 -0.067 0.201
H -3.660 -0.007 0.247 0.259
H -1.771 -1.866 0.507 0.352
```

The spin multiplicity is 2. As for the expectation value of S²: 0.75. As for the total charge: 0. The HOMO-LUMO gap (spin up / spin down) is 4.2 / 3.5 eV.

***

Result of the stability comparison: 3) is the least stable of them.

***

1) Here is one molecule with the formula CH4N2O2S from the Open Molecules 2025 dataset. Energies are from wB97M-V/def2-TZVPD.

Structure (XYZ):
```
10
Properties=species:S:1:pos:R:3:mulliken_charge:R:1
S -1.358 0.992 -0.102 0.389
O -0.813 2.282 -0.932 -0.364
O -0.019 0.016 -0.648 -0.078
N 0.466 -0.955 0.231 -0.440
N -0.999 1.337 1.299 -0.342
C 1.163 -1.903 -0.105 -0.343
H 1.561 -2.239 -1.093 0.289
H 1.627 -2.554 0.642 0.267
H -1.571 0.977 2.114 0.287
H -0.059 2.047 -1.408 0.334
```

The spin multiplicity is 3. As for the expectation value of S²: 2.01. As for the total charge: 0. The HOMO-LUMO gap (spin up / spin down) is 4.8 / 5.9 eV.

***

2) Here is one molecule with the formula CH4N2O2S from the Open Molecules 2025 dataset. Energies are from wB97M-V/def2-TZVPD.

Structure (XYZ):
```
10
Properties=species:S:1:pos:R:3:mulliken_charge:R:1
S 0.774 -0.393 0.611 1.022
O 1.793 -0.698 -0.468 -0.556
O 0.717 -0.835 1.995 -0.533
N 0.695 1.265 0.749 -0.576
N -1.184 0.176 -0.919 -0.424
C -0.741 -0.848 -0.389 -0.102
H -0.760 -1.876 -0.906 0.298
H -0.019 1.634 1.359 0.310
H -1.720 0.059 -1.834 0.267
H 0.444 1.515 -0.198 0.295
```

The spin multiplicity is 3. As for the expectation value of S²: 2.01. As for the total charge: 0. The HOMO-LUMO gap (spin up / spin down) is 7.3 / 7.4 eV.

***

Result of the stability comparison: 1) is the least stable of them.

***

1) Here is an isolated ion of composition C5H9N2S and charge +1 from the Open Molecules 2025 dataset. Energies are from wB97M-V/def2-TZVPD.

Structure (XYZ):
```
17
Properties=species:S:1:pos:R:3:mulliken_charge:R:1
S -1.218 -0.234 2.340 -0.115
N 1.082 1.201 1.436 -0.226
N 0.021 -0.701 -0.465 -0.336
C 0.726 0.439 -0.812 -0.584
C -1.386 -0.813 -0.345 -0.723
C -1.621 -1.497 1.081 -0.599
C 1.767 0.897 0.173 -0.465
C 0.027 0.559 1.758 0.512
H -2.632 -1.933 1.091 0.434
H -2.053 -0.004 -0.368 0.392
H 2.695 0.211 0.337 0.278
H 1.226 0.216 -1.754 0.444
H 1.408 1.941 2.144 0.329
H -0.887 -2.212 1.160 0.388
H 0.155 1.341 -1.090 0.334
H -1.795 -1.354 -1.151 0.553
H 2.050 1.875 -0.115 0.383
```

The spin multiplicity is 1. As for the total charge: +1. The HOMO-LUMO gap (spin up / spin down) is 8.0 / 8.8 eV.

***

2) Here is a 2-piece molecular cluster, C5H9N2S overall from the Open Molecules 2025 dataset. Energies are from wB97M-V/def2-TZVPD.

Structure (XYZ):
```
17
Properties=species:S:1:pos:R:3:mulliken_charge:R:1
S -2.011 1.569 2.360 0.432
N -1.852 0.783 1.136 0.069
N 0.589 1.149 0.620 -0.173
C 1.137 0.635 -0.398 -0.130
C -0.430 -1.313 -0.593 0.383
C -0.782 -2.519 -1.359 -1.158
C 0.509 -0.486 -1.073 -0.374
C 0.804 2.188 1.479 -0.827
H 1.030 -0.688 -2.046 0.195
H -0.351 -2.538 -2.302 0.383
H 0.281 2.202 2.468 0.226
H 2.013 0.932 -0.938 0.429
H 2.019 2.288 1.564 0.350
H -1.957 -2.513 -1.699 0.268
H -0.920 -1.369 0.489 0.199
H 0.640 3.121 0.959 0.430
H -0.719 -3.441 -0.668 0.297
```

The spin multiplicity is 1. As for the total charge: +1. The HOMO-LUMO gap is 5.9 eV.

***

Result of the stability comparison: 2) is the least stable of them.

***

1) Here is C12H33BrMnN3O3 as an isolated structure from the Open Molecules 2025 dataset. Energies are from wB97M-V/def2-TZVPD.

Structure (XYZ):
```
53
Properties=species:S:1:pos:R:3:mulliken_charge:R:1
Br -0.550 -0.164 -0.160 -0.358
Mn -2.779 1.025 0.351 0.817
O -0.968 -6.006 -0.295 -0.303
O 3.351 2.222 2.733 -0.307
O -2.980 2.607 -1.061 -0.261
N -1.561 2.581 1.224 -0.398
N -2.053 -3.475 -0.377 -0.559
N 2.458 -0.267 2.085 -0.596
C -1.975 -3.515 -2.886 -1.246
C -1.482 5.108 1.338 -1.545
C -2.218 3.881 0.872 0.523
C -2.082 -4.316 -1.607 0.317
C 3.758 1.695 1.496 -0.772
C 3.949 -0.411 0.089 -1.311
C 3.679 3.580 2.848 -0.735
C -0.909 -5.281 -1.499 -0.800
C -2.570 3.907 -0.612 -0.697
C -2.874 2.417 -2.474 -0.760
C 3.752 0.165 1.505 0.474
C -0.020 -7.052 -0.289 -0.725
H 1.723 -0.066 1.408 0.012
H 3.666 0.286 -0.707 0.318
H -3.329 3.262 -2.992 0.319
H -3.379 4.620 -0.770 0.390
H 4.613 -0.146 2.097 0.375
H -1.106 -2.849 -2.866 0.297
H 3.279 3.931 3.798 0.266
H 3.233 4.206 2.059 0.282
H -1.314 5.160 2.411 0.419
H 4.795 1.997 1.280 0.372
H 3.418 -1.343 -0.093 0.360
H -1.397 2.683 2.231 0.270
H -0.578 2.590 0.933 0.250
H -2.990 -4.920 -1.532 0.324
H -0.903 -5.961 -2.360 0.437
H -2.795 -2.775 -0.473 0.216
H -2.867 -2.898 -3.027 0.332
H 0.026 -4.698 -1.456 0.310
H 1.001 -6.690 -0.453 0.296
H -0.132 -7.558 0.666 0.261
H 4.761 3.747 2.798 0.311
H -3.408 1.513 -2.756 0.274
H -1.263 -2.850 -0.571 0.136
H -3.178 3.870 1.405 0.145
H 5.021 -0.589 -0.040 0.362
H -2.129 5.971 1.132 0.408
H -0.590 5.352 0.759 0.396
H -1.839 2.335 -2.807 0.337
H -1.692 4.224 -1.184 0.500
H 3.109 2.067 0.684 0.281
H 2.442 -1.286 2.025 0.303
H -0.253 -7.763 -1.093 0.299
H -1.869 -4.126 -3.785 0.383
```

The spin multiplicity is 6. As for the expectation value of S²: 8.75. As for the total charge: +1. The HOMO-LUMO gap (spin up / spin down) is 5.9 / 5.8 eV.

***

2) Here is C12H33BrMnN3O3 as an isolated structure from the Open Molecules 2025 dataset. Energies are from wB97M-V/def2-TZVPD.

Structure (XYZ):
```
53
Properties=species:S:1:pos:R:3:mulliken_charge:R:1
Br -0.109 0.034 -0.889 -0.504
Mn 2.023 0.061 0.644 0.794
O 2.725 1.628 -0.587 -0.232
O 1.606 -2.880 4.151 -0.338
O -4.476 4.084 -0.641 -0.338
N -3.768 0.449 -0.548 -0.759
N 3.110 -1.078 -0.904 -0.407
N 1.572 -1.934 1.579 -0.290
C 3.324 1.175 -1.814 -0.863
C -5.599 1.597 -1.709 -1.417
C 4.020 -0.147 -1.622 0.336
C -3.972 2.839 -0.222 -0.714
C 4.515 -0.708 -2.940 -1.477
C 1.923 -3.726 5.252 -0.760
C 2.006 2.845 -0.818 -0.846
C -3.774 4.666 -1.724 -0.697
C -0.709 -2.900 1.245 -1.299
C -4.179 1.707 -1.213 0.676
C 0.702 -3.480 3.253 -0.827
C 0.315 -2.431 2.264 0.250
H 3.606 -1.955 -0.755 0.310
H -0.184 -3.851 3.787 0.471
H 3.729 -0.695 -3.700 0.384
H -0.361 -3.782 0.697 0.391
H 5.350 -0.141 -3.347 0.416
H 1.816 -2.654 0.902 0.313
H -2.760 4.939 -1.415 0.272
H 4.028 1.951 -2.122 0.419
H 1.157 -4.357 2.761 0.353
H -4.328 5.557 -2.011 0.249
H -1.613 -3.214 1.768 0.427
H -2.892 2.924 -0.008 0.307
H 4.831 -1.740 -2.787 0.399
H 2.353 -1.346 -1.542 0.268
H 1.152 2.651 -1.472 0.375
H 2.718 -3.242 5.809 0.247
H -2.794 0.568 -0.265 0.105
H 1.030 -3.919 5.847 0.299
H -3.658 -0.270 -1.262 0.314
H 2.648 3.609 -1.253 0.291
H -6.296 1.369 -0.903 0.342
H -3.759 4.005 -2.593 0.303
H -5.921 2.529 -2.176 0.313
H -3.514 1.879 -2.072 0.257
H 2.328 -4.681 4.892 0.332
H 2.552 1.100 -2.588 0.448
H -0.967 -2.091 0.569 0.207
H 1.587 3.190 0.125 0.300
H 2.288 -2.000 2.313 0.376
H -0.112 -1.585 2.805 0.182
H -4.493 2.603 0.707 0.372
H -5.679 0.816 -2.469 0.386
H 4.900 0.031 -0.996 0.286
```

The spin multiplicity is 6. As for the expectation value of S²: 8.76. As for the total charge: +1. The HOMO-LUMO gap (spin up / spin down) is 7.1 / 6.7 eV.

***

Result of the stability comparison: 1) is the least stable of them.